Record 1
A structure of composition C17H31ClN10O9P2Sr at a distorted geometry. Source: the OMol25 dataset; level of theory: ωB97M-V/def2-TZVPD.

Atoms and positions in Å:
Sr -0.1910 -1.1841 -1.7485
C 4.0565 0.8600 1.6065
N 4.3200 -0.5539 1.4352
C 4.6883 -1.1914 2.6969
C 3.3258 -1.2319 0.6763
N 2.1946 -0.7856 0.3363
N 3.7786 -2.5199 0.3162
C 3.1324 -3.3769 -0.6076
N 3.9513 -4.5052 -0.8801
N 2.0062 -3.1075 -1.0706
H 4.9540 1.3403 1.9981
H 3.2334 1.0535 2.3086
H 3.8113 1.3169 0.6485
H 5.6074 -0.7427 3.0776
H 4.8556 -2.2577 2.5642
H 3.9052 -1.0702 3.4601
H 1.9886 0.1496 0.6745
H 4.7763 -2.6190 0.3445
H 4.2990 -4.9266 -0.0281
H 3.4272 -5.1869 -1.4037
H 1.6345 -3.7886 -1.7259
O 1.3541 1.1524 -1.4835
P 1.9218 0.5884 -2.9271
O 3.2335 1.1292 -3.3048
O 1.6223 -0.8900 -2.9750
O 0.7253 1.2621 -3.9042
P -0.8268 0.7797 -3.7221
O -1.6122 2.0704 -4.2869
O -1.1348 -0.4421 -4.4926
O -1.1312 0.7582 -2.2220
H 0.4008 0.9927 -1.7041
H -1.4404 2.1192 -5.2424
O -2.9859 -4.0163 -3.6265
C -2.5235 -3.2078 -2.8010
O -1.3387 -3.0807 -2.3747
C -3.5500 -2.2353 -2.2259
C -4.6478 -1.8767 -3.0107
C -5.6006 -1.0315 -2.4822
C -5.4478 -0.5718 -1.1746
C -4.3237 -0.9727 -0.4757
N -3.3867 -1.7817 -0.9858
H -4.7151 -2.2776 -4.0149
H -6.4586 -0.7313 -3.0748
H -6.1782 0.0820 -0.7128
H -4.1587 -0.6372 0.5471
C -1.2585 2.4127 0.3443
N -0.1401 1.7448 1.0303
C 0.7530 2.7659 1.5589
N 0.0715 3.6581 2.5258
C -1.0688 4.2782 1.8236
N -2.0078 3.2959 1.2741
C -2.4971 2.4585 2.3816
N -1.4090 1.7830 3.1110
C -0.6702 0.9387 2.1371
C -0.4850 2.8140 3.6005
H -1.9360 1.6635 -0.0623
H -0.8707 3.0059 -0.4838
H 1.1369 3.3640 0.7313
H 1.5943 2.2876 2.0665
H -0.6869 4.8926 1.0076
H -1.6001 4.9200 2.5270
H -3.1621 1.6987 1.9716
H -3.0593 3.0822 3.0800
H -1.3243 0.1618 1.7410
H 0.1563 0.4497 2.6535
H 0.3377 2.3270 4.1260
H -1.0166 3.4578 4.3049
Cl -0.2909 -4.1092 0.9025
C -0.6017 -2.2149 0.8126
H 0.0984 -1.8421 1.5934
H -1.6157 -2.1479 1.2395

Net charge ... -2
Kohn-Sham gap ... 5.1 eV
Calculated total energy ... -3065.1349 a.u.
HOMO ... -0.827 eV
Energy above the lowest of the compared OMol25 structures with the same formula, charge and spin ... 384.0 kJ/mol

Record 2
A structure of composition C17H8Br4N2O5PdS at a distorted geometry. Source: the OMol25 dataset; level of theory: ωB97M-V/def2-TZVPD.

Atoms and positions in Å:
Pd -0.8667 -0.5552 0.4860
Br 5.3358 0.1414 -3.4012
C 4.0959 -0.2291 -2.0253
C 4.5511 -0.7729 -0.7931
Br 6.3932 -1.1111 -0.5466
C 3.6599 -1.0461 0.2167
Br 4.2048 -1.7397 1.8813
C 2.2526 -0.7974 0.0858
O 1.4464 -0.9792 1.0236
C 1.7740 -0.2628 -1.2185
O 0.5527 -0.0956 -1.4169
C 2.7593 0.0220 -2.2191
Br 2.0852 0.7306 -3.8333
O -1.6530 -2.8115 3.9156
C -1.4206 -2.0250 2.9994
O -1.4400 -2.2424 1.7563
C -1.0471 -0.5961 3.3956
C -1.0149 -0.2119 4.7277
C -0.6839 1.0900 5.0495
C -0.3882 1.9826 4.0271
C -0.4376 1.5322 2.7235
N -0.7637 0.2759 2.4203
H -1.2512 -0.9637 5.4670
H -0.6557 1.4132 6.0826
H -0.1206 3.0094 4.2331
H -0.2160 2.1811 1.8860
O -2.0167 -1.3554 -1.1046
N -2.1225 -0.4945 -2.1074
C -2.1773 -0.9900 -3.3560
C -2.3478 -0.1708 -4.4412
C -2.4517 1.2029 -4.2321
C -2.3703 1.6913 -2.9487
C -2.1929 0.8342 -1.8589
S -2.0283 1.3773 -0.2330
H -2.0737 -2.0631 -3.3984
H -2.3819 -0.6021 -5.4305
H -2.5742 1.8801 -5.0666
H -2.4144 2.7516 -2.7457

Net charge ... -1
Kohn-Sham gap (alpha / beta) ... 6.7 / 6.3 eV
Calculated total energy ... -11960.4960 a.u.
HOMO (alpha / beta) ... -4.485 / -4.850 eV
Energy above the lowest of the compared OMol25 structures with the same formula, charge and spin ... 96.4 kJ/mol
2S+1 ... 2

Record 3
An isolated molecule of C8H15N3O4 at a distorted geometry. Source: the OMol25 dataset; level of theory: ωB97M-V/def2-TZVPD.

Atoms and positions in Å:
C 2.0853 2.8969 1.3231
C 0.6537 2.5874 1.6174
N 0.2766 1.7511 0.4476
C 0.5074 0.3918 0.5498
O 1.4483 -0.0219 1.2976
C -0.5212 -0.5476 -0.1170
N -0.8214 0.0714 -1.4280
C 0.0507 -1.9264 -0.1460
C -0.7604 -3.1577 -0.4255
C -0.7836 -3.4087 -1.8897
N -1.6618 -4.3893 -2.2269
O -0.0308 -2.9253 -2.6352
C -0.1478 3.9414 1.6260
O -1.0479 4.2097 2.3896
O 0.3645 4.9871 0.7372
H 2.1993 2.9935 0.2788
H 2.4405 1.9077 1.5626
H 2.7422 3.4008 1.9778
H 0.5500 1.9879 2.5099
H -0.4824 1.8914 -0.2443
H -1.4686 -0.5989 0.4646
H -0.0052 -0.0163 -2.0093
H -1.5839 -0.5876 -1.8085
H 0.9989 -1.9902 -0.5467
H 0.3116 -2.0248 0.9521
H -1.7971 -2.8535 0.0180
H -0.4558 -4.1129 0.0995
H -2.3390 -4.7013 -1.5856
H -1.8626 -4.1989 -3.2345
H 1.1406 4.4432 0.4455

Kohn-Sham gap ... 10.2 eV
Calculated total energy ... -779.0328 a.u.
HOMO ... -9.810 eV
Energy above the lowest of the compared OMol25 structures with the same formula, charge and spin ... 291.1 kJ/mol
SMILES ... C[C@H](NC(=O)[C@@H](N)CCC(N)=O)C(=O)O

Record 4
A structure of composition C34H27ErN4OP. Source: the OMol25 dataset; level of theory: ωB97M-V/def2-TZVPD.

Atoms and positions in Å:
Er 0.5648 -1.3466 -0.0223
C 1.0381 -1.5866 4.5399
C 2.3230 -1.1133 4.7474
C 3.1540 -0.8954 3.6556
C 2.6825 -1.1584 2.3872
N 1.4110 -1.5747 2.1791
C 0.6214 -1.7927 3.2414
C 3.5320 -1.0310 1.1724
C 4.9115 -0.9658 1.2181
C 5.6144 -0.9183 0.0238
C 4.9322 -0.9542 -1.1827
C 3.5523 -1.0202 -1.1618
N 2.8759 -1.0467 -0.0002
C 2.7243 -1.1353 -2.3930
C 3.2181 -0.8638 -3.6512
C 2.4039 -1.0666 -4.7587
C 1.1135 -1.5355 -4.5771
C 0.6751 -1.7524 -3.2875
N 1.4482 -1.5480 -2.2105
H 0.3703 -1.7909 5.3647
H 2.6829 -0.9205 5.7499
H 4.1583 -0.5267 3.8067
H -0.3790 -2.1532 3.0350
H 5.4411 -0.9825 2.1595
H 6.6959 -0.8805 0.0333
H 5.4782 -0.9615 -2.1149
H 4.2265 -0.4990 -3.7828
H 2.7809 -0.8660 -5.7533
H 0.4580 -1.7284 -5.4146
H -0.3303 -2.1103 -3.1013
O -0.7172 -3.5382 -0.0299
N -1.4544 -2.3352 -0.0293
C -2.7332 -2.3294 -0.0135
C -3.5201 -1.1085 0.0075
C -4.9043 -1.3132 0.0244
C -5.7871 -0.2457 0.0479
C -5.2876 1.0444 0.0548
C -3.9113 1.2635 0.0400
C -3.0125 0.2121 0.0174
P -1.2416 0.7147 0.0069
C -1.0950 1.6323 -1.5564
C -0.3986 2.8194 -1.7693
C -0.3279 3.3616 -3.0482
C -0.9351 2.7239 -4.1180
C -1.6185 1.5301 -3.9167
C -1.6958 0.9860 -2.6466
C -1.0761 1.6595 1.5511
C -1.6577 1.0337 2.6633
C -1.5557 1.6004 3.9218
C -0.8656 2.7957 4.0892
C -0.2776 3.4133 2.9972
C -0.3737 2.8487 1.7299
H -1.2768 -4.3349 -0.0197
H -3.2778 -3.2738 -0.0062
H -5.2908 -2.3265 0.0204
H -6.8536 -0.4253 0.0615
H -5.9647 1.8888 0.0739
H -3.5416 2.2831 0.0492
H 0.0798 3.3476 -0.9613
H 0.1953 4.2970 -3.1986
H -0.8880 3.1638 -5.1059
H -2.1153 1.0425 -4.7466
H -2.2723 0.0795 -2.4894
H -2.2363 0.1243 2.5336
H -2.0365 1.1280 4.7697
H -0.7977 3.2521 5.0685
H 0.2512 4.3493 3.1212
H 0.0922 3.3604 0.9041

Net charge ... +3
Kohn-Sham gap (alpha / beta) ... 7.3 / 7.4 eV
Calculated total energy ... -2961.7164 a.u.
HOMO (alpha / beta) ... -16.438 / -16.436 eV
Energy above the lowest of the compared OMol25 structures with the same formula, charge and spin ... 47.6 kJ/mol
2S+1 ... 4

Record 5
An isolated molecule of C2H7N3O2 at a distorted geometry. Source: the OMol25 dataset; level of theory: ωB97M-V/def2-TZVPD.

Atoms and positions in Å:
H -2.6921 -0.8231 0.5176
N -1.9144 -1.1911 0.0386
C -0.8759 -0.4167 -0.0269
N -0.7896 0.8299 0.6357
O -0.2163 1.8233 -0.3302
N 0.1696 -0.6239 -0.7545
O 1.3642 0.0269 -0.4945
C 1.8171 -0.5896 0.7185
H -1.6442 1.1922 0.9971
H 0.7636 1.2193 -0.4309
H 0.4078 -1.5678 -1.2409
H 2.6695 -1.4985 0.5412
H 0.9181 -0.5660 1.4855
H 2.4878 0.1760 1.1399

Kohn-Sham gap ... 9.3 eV
Calculated total energy ... -394.9367 a.u.
HOMO ... -8.692 eV
Energy above the lowest of the compared OMol25 structures with the same formula, charge and spin ... 704.5 kJ/mol
SMILES ... [H]/N=C(\NO)NOC

Record 6
A structure of composition C21H27FMnN4O3PSe at a distorted geometry. Source: the OMol25 dataset; level of theory: ωB97M-V/def2-TZVPD.

Atoms and positions in Å:
Mn -0.0983 0.1379 -0.0616
F 0.6745 1.0622 6.4991
C 0.1439 -0.0407 5.9270
C 0.0114 -0.0344 4.5647
C -0.5671 -1.1176 3.9068
C -0.7398 -1.0773 2.4655
O -0.3142 -0.0811 1.8322
C -1.3886 -2.2005 1.8792
C -1.7576 -3.2442 2.6686
N -1.5407 -3.3088 4.0053
C -1.9437 -4.4905 4.7305
C -0.8810 -5.3547 5.3508
C -1.6320 -5.8323 4.1478
C -0.9837 -2.2288 4.6594
C -0.8176 -2.2181 6.0449
C -0.2671 -1.1268 6.7094
N -0.1234 -1.2044 8.1208
C 0.6739 -0.2146 8.8479
C 0.8367 -0.7077 10.3000
N 0.6398 -2.1900 10.2960
C -0.7984 -2.5208 10.0382
C -1.2859 -1.5891 8.9136
C -1.7274 -2.3129 0.3939
O -2.4072 -3.2610 0.0464
O -1.2144 -1.4178 -0.3648
H 0.3438 0.8205 3.9918
H -2.2583 -4.0882 2.2135
H -2.8817 -4.3774 5.2630
H -1.0917 -5.8158 6.3066
H 0.1491 -5.0510 5.2172
H -2.3690 -6.6122 4.2727
H -1.1091 -5.8675 3.2021
H -1.0968 -3.0933 6.6135
H 0.2130 0.7768 8.8603
H 1.6480 -0.1255 8.3745
H 0.0947 -0.2765 10.9684
H 1.8262 -0.4707 10.6825
H 0.9764 -2.6251 11.1527
H 1.1731 -2.5510 9.5010
H -1.3620 -2.3734 10.9571
H -0.8513 -3.5686 9.7492
H -1.7741 -0.7031 9.3379
H -2.0223 -2.0989 8.3024
C -2.2015 2.9202 -1.2637
P -0.5635 2.1060 -1.2374
C 0.5424 3.5115 -0.8401
C -0.2311 1.8663 -3.0215
H -2.1756 3.7734 -1.9409
H -2.4621 3.2596 -0.2615
H -2.9580 2.2116 -1.5999
H 0.4606 4.2825 -1.6062
H 1.5705 3.1524 -0.7907
H 0.2721 3.9345 0.1275
H -0.1540 2.8279 -3.5280
H -1.0376 1.2824 -3.4649
H 0.7016 1.3142 -3.1358
Se 4.5253 0.1353 -1.0963
C 2.8310 0.0791 -0.7597
N 1.6774 0.0402 -0.5302

Net charge ... +1
Kohn-Sham gap (alpha / beta) ... 5.3 / 5.3 eV
Calculated total energy ... -5254.5540 a.u.
HOMO (alpha / beta) ... -8.722 / -8.789 eV
2S+1 ... 2

Record 7
A cluster of 5 separate species, C4H16BrN8O4 in total at a distorted geometry. Source: the OMol25 dataset; level of theory: ωB97M-V/def2-TZVPD.

Atoms and positions in Å:
Br 0.4650 0.2972 -0.8391
C -1.6303 -3.1950 0.3415
O -1.5224 -4.3716 0.4225
N -1.6428 -2.4196 1.3304
N -1.7604 -2.5419 -0.7447
H -1.7432 -1.4283 1.1649
H -1.4850 -2.8606 2.2253
H -1.9662 -3.1704 -1.5081
H -1.4134 -1.5948 -0.7965
C 0.5004 2.7536 2.5096
O 0.5650 3.2426 3.6367
N -0.2079 3.2151 1.5551
N 1.1846 1.6890 2.1611
H -0.1756 2.7402 0.6643
H -0.9006 3.9081 1.8002
H 1.0864 1.2378 1.2628
H 1.9711 1.4221 2.7358
C 2.8888 -2.3884 1.6372
O 3.4627 -3.2534 2.3383
N 3.1163 -1.0484 1.5992
N 1.8354 -2.6103 0.8943
H 2.8491 -0.4239 0.8517
H 3.7740 -0.7352 2.2987
H 1.3943 -1.8219 0.4427
H 1.3613 -3.5020 0.9111
C -1.9181 2.3504 -3.7509
O -2.6779 3.1243 -4.2267
N -1.5371 1.3088 -4.4051
N -1.3344 2.5407 -2.6257
H -0.8040 0.7645 -3.9733
H -1.6733 1.3499 -5.4051
H -0.5936 1.9558 -2.2661
H -1.4682 3.4653 -2.2421

Net charge ... -1
Kohn-Sham gap ... 9.6 eV
Calculated total energy ... -3475.2798 a.u.
HOMO ... -6.753 eV
Energy above the lowest of the compared OMol25 structures with the same formula, charge and spin ... 219.1 kJ/mol

Record 8
A structure of composition C40H52Li2O20S at a distorted geometry. Source: the OMol25 dataset; level of theory: ωB97M-V/def2-TZVPD.

Atoms and positions in Å:
Li 35.1893 -6.1806 41.0304
Li 37.7703 -3.0909 44.4377
S 35.7257 -5.5635 44.2221
O 36.5725 -4.5035 44.6377
O 34.4543 -5.2593 44.7963
O 35.5645 -5.6284 42.7280
O 36.3605 -6.8428 44.7270
C 34.0724 -9.1766 40.4935
O 34.5497 -8.0463 41.3458
H 34.6025 -9.5117 39.6775
H 32.9623 -8.7729 40.2342
H 34.1584 -10.0495 41.1214
H 34.8821 -8.1695 42.3103
C 39.2231 -4.7906 42.6202
O 39.3874 -3.5237 43.1350
H 38.3984 -5.0849 43.0780
H 39.9719 -5.4697 42.7439
H 38.7267 -4.6947 41.6391
H 39.6851 -2.8451 42.5063
C 37.4093 -7.8043 41.2060
O 37.2460 -6.6797 40.3440
H 37.0164 -8.6888 40.7464
H 37.0549 -7.6867 42.1842
H 38.5091 -7.9796 41.3105
H 37.6635 -6.8691 39.5441
C 39.2440 -3.9257 46.6351
O 38.9719 -2.5719 46.1242
H 39.9233 -4.4211 46.0813
H 38.3032 -4.5670 46.8371
H 39.5972 -3.7801 47.6818
H 39.1886 -1.8384 46.7922
C 30.6220 -6.4000 41.4241
C 29.6843 -7.3578 41.6025
C 29.6705 -8.2561 42.6897
C 30.5815 -8.1142 43.6307
C 31.7010 -7.2577 43.4388
C 31.7163 -6.3605 42.3462
O 32.5883 -5.4396 42.2497
O 28.6702 -9.1234 42.8947
H 30.6001 -5.5747 40.6166
H 29.0537 -7.5022 40.8314
H 30.7442 -9.0878 44.3873
H 32.3753 -7.5399 44.1081
H 33.2465 -5.4541 42.9420
H 28.1789 -9.3688 42.1171
C 33.2356 -0.6235 45.3321
C 33.9213 0.5129 45.8670
C 35.1449 0.4794 46.3262
C 35.7760 -0.7404 46.5784
C 35.0931 -1.8823 46.1948
C 33.9064 -1.8223 45.4470
O 33.3131 -2.8882 45.0131
O 35.8378 1.5990 46.8721
H 32.1943 -0.8073 44.9307
H 33.5938 1.5814 45.6970
H 36.8440 -0.7167 46.9510
H 35.4555 -2.9792 46.1735
H 33.7075 -3.6319 45.1536
H 35.1768 2.3223 47.1828
C 41.2065 -6.6680 47.6798
C 39.8131 -6.7616 47.7246
C 39.0836 -7.3514 46.7152
C 39.7799 -7.8706 45.6154
C 41.1751 -7.8802 45.6060
C 41.9829 -7.2513 46.6574
O 43.2677 -7.1479 46.6966
O 37.7797 -7.3845 46.8007
H 41.6918 -6.2696 48.5549
H 39.4406 -6.5168 48.7201
H 39.1668 -8.1251 44.8254
H 41.7757 -8.1612 44.7290
H 43.7676 -6.5192 47.2595
H 37.3280 -7.2576 45.8958
C 34.2100 -6.2070 48.3394
C 34.6776 -6.5765 49.5849
C 33.7949 -6.3879 50.6382
C 32.5032 -5.9679 50.5197
C 32.0836 -5.5601 49.1888
C 32.9548 -5.5895 48.1105
O 32.5998 -5.1761 46.8964
O 34.1512 -6.8785 51.8286
H 34.7782 -6.2636 47.4670
H 35.6383 -7.0014 49.5881
H 31.6912 -5.9762 51.3096
H 30.9934 -5.2900 49.0929
H 33.2185 -5.2547 46.0203
H 34.0199 -7.7839 51.8804
C 34.0805 -9.3398 45.3549
C 33.0084 -10.0975 45.9804
C 32.6770 -11.3160 45.3143
C 33.2973 -11.6899 44.0796
C 34.4161 -10.9473 43.6547
C 34.6925 -9.7658 44.2118
O 35.9272 -9.0867 43.7888
O 31.6178 -12.0698 45.8058
H 34.5311 -8.4651 45.8529
H 32.2726 -9.6508 46.6102
H 32.9799 -12.6208 43.6990
H 35.0848 -11.3270 42.8355
H 36.0881 -8.2408 44.1074
H 31.5592 -12.1048 46.8287
C 34.9674 -1.1166 38.9718
C 35.8135 -2.1071 39.5780
C 35.4569 -2.8179 40.7432
C 34.2075 -2.4344 41.3216
C 33.3265 -1.4914 40.8410
C 33.7637 -0.8813 39.5636
O 32.9598 -0.0434 38.9401
O 36.3011 -3.6304 41.3195
H 35.4565 -0.6101 38.3539
H 36.8083 -2.3215 38.9431
H 33.7751 -2.7294 42.1671
H 32.3586 -1.2756 41.2199
H 32.2463 -0.1540 39.2099
H 35.9020 -4.1319 41.8923

Kohn-Sham gap ... 7.2 eV
Calculated total energy ... -3473.1914 a.u.
HOMO ... -7.451 eV
Energy above the lowest of the compared OMol25 structures with the same formula, charge and spin ... 131.7 kJ/mol